{
  "formula": "C40H60N4O16",
  "method": "ωB97M-V with the def2-TZVPD basis set",
  "e_lumo_ev": -0.81,
  "multiplicity": 1,
  "smiles": "O=[N+]([O-])c1ccccc1.O=[N+]([O-])c1ccccc1.O=[N+]([O-])c1ccccc1.O=[N+]([O-])c1ccccc1.COCCOC.COCCOC.COCCOC.COCCOC",
  "e_homo_ha": -0.3314,
  "gap_ev": 8.21,
  "de_lowest_kcal_mol": 23.4,
  "elements": ["O", "O", "O", "O", "O", "O", "O", "O", "O", "O", "O", "O", "O", "O", "O", "O", "N", "N", "N", "N", "C", "C", "C", "C", "C", "C", "C", "C", "C", "C", "C", "C", "C", "C", "C", "C", "C", "C", "C", "C", "C", "C", "C", "C", "C", "C", "C", "C", "C", "C", "C", "C", "C", "C", "C", "C", "C", "C", "C", "C", "H", "H", "H", "H", "H", "H", "H", "H", "H", "H", "H", "H", "H", "H", "H", "H", "H", "H", "H", "H", "H", "H", "H", "H", "H", "H", "H", "H", "H", "H", "H", "H", "H", "H", "H", "H", "H", "H", "H", "H", "H", "H", "H", "H", "H", "H", "H", "H", "H", "H", "H", "H", "H", "H", "H", "H", "H", "H", "H", "H"],
  "coordinates": [[2.906, -4.098, 4.950], [1.733, 0.257, 5.516], [2.174, -4.954, 0.397], [-1.499, 2.856, -0.759], [-0.164, 4.239, -1.864], [-2.432, -2.260, 4.138], [-0.810, -3.233, -8.204], [-2.435, -0.309, 3.131], [4.560, 1.560, -1.450], [-1.213, 3.498, -5.800], [0.440, -4.604, 6.356], [-0.367, -3.176, -5.420], [0.518, 0.736, -5.731], [0.520, -4.923, 1.702], [0.405, 0.032, 7.786], [2.562, 2.505, -1.483], [-1.229, 3.941, -1.266], [3.760, 2.393, -1.834], [1.212, -4.353, 0.866], [-2.866, -1.131, 3.987], [0.744, -0.069, 4.522], [0.148, -2.164, 1.110], [-4.215, 6.085, -0.565], [-5.043, -1.694, 5.030], [5.662, 3.437, -3.067], [3.931, 5.271, -4.262], [1.510, -2.469, -0.774], [2.118, -0.783, 6.471], [-5.268, 0.932, 5.953], [1.285, -1.159, -1.165], [-4.284, 6.812, -1.761], [-0.847, -0.292, 8.364], [0.736, -3.138, -6.305], [0.933, -1.221, 7.357], [1.911, 0.516, -5.607], [-4.021, -0.742, 4.778], [-2.352, 5.702, -2.618], [-0.635, -1.951, -8.741], [1.505, -5.588, 6.070], [0.302, -3.849, -7.565], [-4.172, 0.559, 5.225], [-2.300, 4.943, -1.432], [0.506, -0.301, -0.387], [3.420, 4.242, -3.517], [4.292, 3.352, -2.863], [-3.226, 5.144, -0.430], [3.892, -3.773, 3.975], [2.318, -5.391, 4.775], [0.944, -2.966, 0.391], [6.158, 4.424, -3.944], [-2.456, 4.202, -6.057], [-3.329, 6.640, -2.748], [-0.057, 1.576, -4.618], [-1.303, 2.433, -4.841], [5.326, 5.353, -4.509], [-6.346, 0.054, 6.183], [-0.599, -4.613, 5.374], [-0.030, -0.806, 0.818], [-6.174, -1.265, 5.666], [-0.167, -2.921, -4.087], [0.518, 0.731, -0.705], [0.752, 0.626, 3.683], [4.787, -4.382, 4.098], [-1.708, 5.386, -3.425], [-2.153, 5.181, -6.430], [-3.083, 4.290, -5.170], [2.046, -5.559, 7.017], [0.915, -1.039, 4.057], [1.103, -2.119, -6.425], [-4.972, -2.709, 4.667], [-5.448, 1.991, 6.056], [1.499, -3.784, -5.871], [-0.409, 0.771, -3.972], [2.508, 1.396, -5.846], [1.705, -0.771, -2.081], [2.116, -0.252, -6.353], [4.159, -2.718, 4.027], [0.217, -1.710, 6.696], [1.121, -6.606, 6.020], [-1.611, -1.504, -8.924], [-1.538, -0.390, 7.527], [1.630, -5.408, 3.930], [-1.199, -5.504, 5.189], [3.307, 5.986, -4.776], [2.136, 0.055, -4.646], [-1.608, 2.969, -3.942], [7.219, 4.536, -4.112], [-4.951, 7.660, -1.808], [1.081, -3.679, -8.308], [-6.915, -2.024, 5.867], [-3.116, 4.498, 0.429], [0.785, 2.075, -4.138], [-1.364, 0.527, 8.864], [-0.952, -3.312, -3.441], [2.874, -0.295, 7.086], [0.297, -4.932, -7.445], [-3.354, 7.283, -3.616], [-2.179, 1.807, -5.008], [-0.280, -0.065, 4.897], [-0.260, -4.311, 4.383], [6.430, 2.768, -2.707], [3.057, -6.185, 4.665], [-2.950, 3.609, -6.826], [-7.284, 0.478, 6.511], [-0.656, -0.151, 1.406], [0.736, -3.347, -3.649], [-0.109, -1.946, -9.696], [-0.820, -1.231, 8.917], [2.351, 4.282, -3.368], [-0.355, -2.598, 1.961], [2.495, -1.630, 5.897], [-1.341, -3.829, 5.522], [5.791, 6.029, -5.211], [3.539, -3.937, 2.957], [-3.397, 1.279, 5.009], [-0.149, -1.872, -3.791], [2.101, -3.131, -1.389], [-0.072, -1.336, -8.039], [1.183, -1.780, 8.259], [-4.818, 6.330, 0.297]],
  "forces_ev_per_angstrom": [[0.5, 0.0, -0.8], [-0.3, -0.5, -0.2], [-0.1, 1.2, -0.5], [0.6, 1.4, -0.1], [-1.7, -0.9, 1.6], [-0.1, 0.7, -0.1], [-1.4, -1.5, 0.4], [-0.8, -1.6, 2.1], [-0.9, 0.3, 0.2], [0.2, -0.1, 0.1], [0.0, -1.4, -1.4], [-0.9, -0.2, -0.6], [-1.2, 1.8, 0.5], [-0.6, 1.6, -0.2], [-0.8, -0.5, 1.2], [2.6, -0.3, -0.7], [0.9, -0.2, -2.2], [-1.1, 0.1, -0.5], [0.8, -1.9, -0.1], [0.8, 0.8, -2.0], [0.4, -0.4, 0.4], [-1.6, 1.2, 2.1], [0.1, 0.6, -0.6], [1.5, 1.0, -0.6], [0.5, 0.3, -1.0], [1.7, 0.3, -1.3], [0.5, -0.6, -0.6], [-0.9, 0.3, -0.7], [-2.2, 0.1, -0.3], [-0.3, -0.2, 0.3], [0.3, 0.6, 1.3], [-0.9, 0.7, -1.2], [-0.6, -1.0, 1.1], [1.0, 2.0, -1.3], [-0.9, -0.6, -0.4], [-1.4, -0.5, 0.6], [0.8, -1.9, 0.7], [0.5, 0.1, 0.4], [-0.9, 0.2, 0.3], [1.1, 2.2, -1.6], [1.4, -0.5, -0.4], [-0.4, 0.8, -0.5], [0.9, -0.9, 0.9], [-0.2, 0.3, 0.9], [-0.2, 0.4, 0.2], [0.8, -1.2, 0.3], [-0.3, -0.2, -0.2], [-0.6, 1.5, 1.7], [0.7, -0.5, -1.0], [-0.3, -0.2, 0.8], [1.4, -1.2, -0.1], [-0.7, 0.5, -0.3], [0.8, -1.6, -0.7], [-0.5, 0.9, -0.8], [-0.9, -0.5, -0.1], [1.8, -0.5, -1.8], [-0.1, 1.1, -0.9], [0.0, 0.3, -1.7], [-1.1, 0.6, 1.6], [0.4, 0.4, 1.7], [-0.6, 0.2, 0.3], [0.5, 0.4, 0.4], [0.2, -0.1, 0.1], [0.3, 0.5, 0.0], [-0.2, -0.1, 0.0], [0.0, 0.0, 0.1], [0.7, 0.2, -0.4], [0.2, -0.4, 0.2], [0.0, 0.0, -0.2], [0.2, 0.0, 0.0], [0.3, 0.1, 0.7], [0.6, 0.2, 0.1], [-0.1, 0.3, 0.7], [0.1, 0.2, 0.3], [0.2, -0.2, -0.1], [0.2, 0.1, -0.1], [-0.1, 0.0, 0.4], [-0.2, -0.5, 0.3], [-0.6, -0.1, 0.0], [0.0, -0.2, 0.2], [-0.3, -0.8, -0.3], [0.1, 0.0, -0.3], [0.4, -0.7, 0.7], [-0.3, -0.1, 0.2], [0.3, 0.3, 0.3], [0.6, -0.4, 0.9], [0.1, -0.4, 0.0], [-0.3, -0.1, -0.2], [0.9, -0.2, 0.1], [-0.4, 0.1, -0.1], [-0.2, 0.2, 0.3], [-0.2, 0.4, 0.0], [0.9, 0.2, 0.7], [-0.4, -0.4, -0.6], [0.1, -0.2, -0.2], [-1.2, 0.2, 0.1], [-0.1, -0.1, -0.2], [0.0, -0.4, -0.7], [-0.1, 0.0, 0.4], [0.7, -0.2, -0.2], [-0.6, -0.3, 0.6], [0.2, -0.1, 0.1], [-0.5, 0.3, 0.0], [0.0, -0.5, 0.4], [0.0, -0.3, 0.3], [0.5, -0.3, -0.3], [0.3, -0.3, -0.2], [-0.1, 0.2, 0.4], [-0.1, -0.6, 0.3], [0.0, 0.1, 0.3], [0.3, -0.2, 0.2], [0.2, 0.1, 1.0], [-0.4, 0.5, 0.1], [-0.3, -0.1, -0.2], [0.0, 0.1, -0.1], [0.2, 0.6, -0.5], [0.2, 0.0, 0.0], [-0.1, 0.4, 0.0], [0.2, -0.5, -0.4], [-0.4, -0.1, -0.2]]
}


{
  "formula": "C40H60O30",
  "method": "ωB97M-V with the def2-TZVPD basis set",
  "e_lumo_ev": [1.27, 1.20],
  "multiplicity": 2,
  "s2": 0.7504,
  "e_homo_ha": [-0.0114, -0.3168],
  "gap_ev": [1.58, 9.82],
  "de_lowest_kcal_mol": 97.6,
  "charge": -1,
  "elements": ["O", "O", "O", "O", "O", "O", "O", "O", "O", "O", "O", "O", "O", "O", "O", "O", "O", "O", "O", "O", "O", "O", "O", "O", "O", "O", "O", "O", "O", "O", "C", "C", "C", "C", "C", "C", "C", "C", "C", "C", "C", "C", "C", "C", "C", "C", "C", "C", "C", "C", "C", "C", "C", "C", "C", "C", "C", "C", "C", "C", "C", "C", "C", "C", "C", "C", "C", "C", "C", "C", "H", "H", "H", "H", "H", "H", "H", "H", "H", "H", "H", "H", "H", "H", "H", "H", "H", "H", "H", "H", "H", "H", "H", "H", "H", "H", "H", "H", "H", "H", "H", "H", "H", "H", "H", "H", "H", "H", "H", "H", "H", "H", "H", "H", "H", "H", "H", "H", "H", "H", "H", "H", "H", "H", "H", "H", "H", "H", "H", "H"],
  "coordinates": [[26.266, -7.342, -5.226], [29.972, 2.073, -2.440], [36.031, -1.160, -3.564], [25.162, -4.066, 0.278], [34.573, -1.921, -2.055], [32.985, -3.179, 4.792], [30.794, 0.686, -0.834], [33.139, -7.646, -3.834], [25.386, -4.076, 2.372], [28.697, -5.805, -8.660], [32.289, -6.933, 3.701], [32.224, -2.566, 2.617], [30.573, -6.819, 2.306], [26.938, -4.849, 1.343], [30.425, -4.938, -3.832], [28.991, -3.414, -4.666], [25.120, -10.886, -0.331], [27.823, -8.871, -4.434], [31.208, -1.917, 4.461], [36.665, -1.754, -1.478], [29.382, -4.060, -9.857], [25.285, -8.920, 0.764], [33.449, -9.774, -4.047], [29.053, -5.950, -10.959], [27.090, -9.860, -0.002], [28.512, -7.053, -5.494], [31.892, -9.111, -2.620], [32.755, -6.090, 1.721], [29.948, -3.084, -2.593], [30.133, 2.604, -0.319], [31.783, -6.648, 2.568], [28.698, -3.932, 2.601], [32.378, -3.131, 6.071], [31.120, -5.015, -2.618], [33.477, -6.241, 3.874], [36.436, -1.465, 0.885], [29.264, 1.920, 1.889], [32.172, -2.534, 3.834], [29.805, -3.773, -3.850], [35.770, -1.621, -2.519], [30.266, 1.789, -1.279], [33.811, -7.738, -5.067], [25.764, -4.281, 1.279], [34.847, -6.452, -5.277], [33.472, -2.466, 6.825], [28.743, -4.832, -7.665], [30.994, 0.701, 0.502], [29.402, -3.671, -8.499], [27.560, -8.626, 0.381], [31.166, -3.609, -1.964], [27.460, -4.803, 2.668], [25.773, -9.981, 0.118], [34.346, -9.070, -4.930], [29.239, -8.960, -4.491], [26.284, -7.969, 0.932], [29.703, -7.718, -5.272], [30.429, 2.036, 0.956], [27.925, -8.046, -0.967], [27.445, -7.792, -5.147], [30.927, -3.798, -0.406], [26.288, -4.282, 3.415], [35.998, -2.283, -0.377], [28.971, -2.234, -8.378], [29.700, -10.192, -5.323], [29.102, -5.360, -9.884], [32.786, -8.815, -3.395], [34.826, -4.896, 2.132], [31.180, -2.247, 5.895], [33.957, -6.154, 2.433], [34.535, -2.241, -0.719], [34.407, -7.085, 2.088], [32.277, -4.131, 6.492], [31.791, -4.139, 0.164], [29.591, -4.377, 2.164], [30.537, -0.232, 0.832], [35.811, -6.864, -4.980], [37.219, -2.012, 1.409], [30.501, -7.277, -4.675], [29.622, -8.896, -3.472], [29.223, 2.807, 2.521], [34.492, -2.834, 6.712], [29.359, -1.694, -9.242], [36.799, -0.458, 0.676], [34.650, -4.789, 1.061], [28.484, -8.619, 0.960], [27.888, -2.172, -8.276], [30.492, -3.665, -8.505], [27.776, -4.626, -7.205], [35.866, -5.195, 2.262], [34.944, -6.140, -6.317], [25.915, -5.036, 4.108], [33.117, -7.819, -5.903], [30.052, -7.861, -6.295], [29.481, 1.094, 2.565], [27.040, -8.043, -1.603], [34.258, -6.790, 4.400], [31.305, 2.460, 1.447], [28.330, 1.538, 1.476], [28.386, -3.006, 2.119], [30.608, -2.839, 0.002], [36.371, -3.296, -0.223], [25.898, -7.075, 0.442], [26.414, -7.689, 1.977], [32.031, 0.726, 0.836], [34.454, -4.017, 2.659], [35.681, -1.486, 1.671], [31.134, -1.350, 6.513], [28.597, -8.622, -1.604], [30.067, -4.443, -0.227], [33.214, -2.396, 7.881], [28.297, -7.034, -0.808], [29.460, -11.140, -4.841], [26.379, -3.390, 4.035], [30.489, -5.713, -2.068], [29.034, -3.574, 3.574], [34.585, -9.582, -5.862], [34.041, -1.373, -0.283], [33.338, -5.271, 4.351], [32.146, -5.266, -2.886], [35.330, -9.150, -4.469], [29.415, -5.152, -6.869], [29.095, -10.136, -6.228], [32.101, -3.125, -2.247], [29.464, -1.690, -7.572], [33.926, -3.117, -0.496], [33.613, -1.527, 6.289], [27.651, -5.845, 2.927], [34.747, -5.554, -4.667], [30.754, -10.359, -5.544], [30.269, -2.758, 6.210]],
  "forces_ev_per_angstrom": [[4.7, -2.4, -0.2], [0.7, -1.1, 2.2], [0.3, 0.0, -1.5], [-0.6, 0.2, -1.7], [-1.8, -0.7, -2.9], [-1.0, -0.2, -3.9], [1.0, -2.3, -3.2], [-0.8, 3.0, 0.8], [-6.3, 3.5, 10.7], [0.1, -1.9, -1.7], [-0.1, -1.2, 2.9], [1.2, -0.1, 1.8], [4.0, 0.6, 0.0], [2.9, -1.5, -1.8], [0.3, 1.2, -1.2], [1.7, -0.3, 0.7], [0.5, 0.6, 0.6], [-0.2, 0.0, -1.0], [-1.3, 0.6, 1.7], [0.1, 0.2, -1.7], [-1.5, -0.9, -0.6], [-1.0, -0.9, 0.2], [0.7, 0.0, -1.3], [0.4, 0.2, 2.8], [0.2, -3.2, 0.4], [-1.3, 1.5, 0.0], [1.6, 1.3, -0.8], [-2.9, -0.4, 0.4], [1.5, -0.5, -1.7], [-0.9, 3.9, 3.3], [-4.4, 0.6, -3.6], [0.1, 0.6, 0.9], [2.2, 0.3, 0.6], [1.3, -0.2, 0.8], [2.6, 0.2, -0.5], [-0.1, -1.2, 0.3], [0.2, -0.3, 0.9], [0.0, -1.4, -0.2], [-3.4, 1.9, 1.1], [1.0, 0.7, 2.2], [-0.6, 0.5, -5.1], [0.8, 3.3, -1.1], [2.4, -1.7, -8.3], [-0.2, -2.4, 0.3], [0.7, 1.3, 0.8], [1.5, 1.9, -0.3], [0.2, -1.0, 2.2], [1.8, 1.2, 1.0], [0.3, 1.8, -2.2], [-2.2, -2.5, 0.9], [1.9, -0.6, -0.7], [-0.8, -1.0, -0.6], [3.4, -2.9, 0.0], [2.0, -1.0, -1.0], [0.7, 1.6, 1.1], [0.5, -1.3, -0.1], [0.1, -1.5, 0.1], [-0.1, 1.3, -0.7], [-4.6, 3.0, 1.5], [-0.2, 1.3, -1.3], [-0.3, -0.3, 1.8], [1.3, 0.1, 2.9], [-0.1, 0.2, 0.1], [-1.1, -0.6, 1.0], [-1.6, -0.6, -2.8], [-2.9, -2.9, 1.4], [-0.9, -1.9, -0.7], [-0.7, -0.1, -0.2], [1.2, 1.5, 0.4], [-0.4, 1.1, 1.3], [0.6, 0.0, 0.3], [-0.9, -0.2, -0.5], [0.0, -0.1, -0.3], [-0.4, -0.1, -0.4], [-0.1, 0.3, 0.9], [0.2, 0.1, -0.1], [0.5, 0.1, -0.4], [-0.5, 1.1, -0.1], [-0.1, -0.4, -0.1], [-0.8, 0.0, -0.2], [-0.3, -1.1, 0.1], [-0.5, -0.1, -0.3], [-0.3, -0.1, -0.2], [0.3, 0.5, -0.1], [-0.5, -0.5, 0.8], [0.0, 0.3, -0.1], [0.4, 0.0, 2.0], [-0.1, 0.0, -0.4], [0.1, 0.6, 0.3], [-0.3, -0.2, 0.0], [-0.4, -0.1, -0.2], [-0.6, 0.8, 0.1], [0.6, -0.8, 0.1], [0.5, 0.0, 0.3], [-0.3, 0.5, 0.2], [-0.6, -0.3, 0.5], [-0.5, 1.2, -0.2], [-0.1, 0.8, -0.5], [0.2, 0.0, -0.5], [0.3, 0.2, 0.1], [-0.2, -0.2, -0.1], [0.7, 0.1, -0.4], [-0.2, -0.3, 0.3], [0.4, -0.6, -0.7], [0.4, -0.1, 0.1], [-0.5, 0.4, -0.3], [0.7, 0.2, -0.4], [0.6, -0.2, 0.8], [0.2, -0.3, -0.2], [0.2, 0.5, 0.1], [0.1, 0.2, -0.4], [-0.4, 0.0, 0.2], [0.4, 0.3, -0.5], [0.9, -0.3, 0.7], [-0.2, -0.3, 0.4], [-1.0, -0.3, -0.2], [-0.1, -0.1, 0.7], [-0.2, -0.1, -0.2], [-0.1, -1.0, 0.5], [0.2, 0.6, 0.5], [-0.1, 0.1, 0.0], [0.3, -0.1, -0.3], [-0.4, 0.7, 0.0], [-0.3, -0.5, 0.5], [0.3, -0.2, -0.2], [-0.3, 0.7, 0.8], [0.4, 0.1, 0.2], [-0.9, -0.3, 0.2], [0.1, 1.0, 0.0], [-0.5, -0.3, -0.8]]
}


Total energy
In order: -81154.097; -103873.353
Unit: eV